[1]
7
Properties=species:S:1:pos:R:3 method="wB97M-V/def2-TZVPD" e_above_lowest_ev=2.213 homo_lumo_gap_ev=9.39 total_charge=0 e_lumo_ev=-0.076
O 0.537 -1.765 0.683
C 0.838 -0.633 0.370
C -0.026 0.533 0.429
N -1.291 0.391 0.098
N -2.293 0.538 -0.391
H 1.819 -0.386 -0.083
H 0.263 1.498 0.036



[2]
8
Properties=species:S:1:pos:R:3 method="wB97M-V/def2-TZVPD" e_above_lowest_ev=3.039 homo_lumo_gap_ev=10.68 total_charge=0 e_lumo_ev=0.486
O 1.291 1.504 1.060
C 0.613 0.649 0.690
N -0.471 -0.033 1.144
C -0.990 -0.731 0.211
O -0.537 -0.517 -0.936
N 0.572 0.330 -0.698
H -1.837 -1.367 0.066
H 1.359 0.166 -1.537



[3]
8
Properties=species:S:1:pos:R:3 method="wB97M-V/def2-TZVPD" e_above_lowest_ev=3.150 homo_lumo_gap_ev=9.82 total_charge=0 e_lumo_ev=-0.016
C 0.044 0.245 -0.555
C 0.190 -1.122 0.939
H -0.613 1.783 -1.738
H 0.272 -2.006 1.687
N -0.176 -1.136 -0.378
N 0.186 0.025 1.499
O -0.262 0.702 -1.735
O 0.121 0.956 0.472



[4]
8
Properties=species:S:1:pos:R:3 method="wB97M-V/def2-TZVPD" e_above_lowest_ev=2.609 homo_lumo_gap_ev=10.35 total_charge=0 e_lumo_ev=0.339
O 1.992 -0.112 -0.078
C 0.679 0.305 -0.189
N -0.198 1.245 -0.037
N -1.501 0.666 -0.106
C -1.266 -0.633 -0.030
O -0.052 -0.934 -0.101
H 2.476 0.642 0.370
H -2.129 -1.180 0.171



[5]
9
Properties=species:S:1:pos:R:3 method="wB97M-V/def2-TZVPD" e_above_lowest_ev=4.806 homo_lumo_gap_ev=9.34 total_charge=0 e_lumo_ev=0.113
C -0.873 -0.431 -0.510
C -0.780 0.556 -1.312
N 0.650 0.618 1.174
N 1.761 0.593 1.151
O -0.637 -2.558 0.922
O 2.898 0.553 1.109
S -1.492 -1.406 0.599
H -1.128 0.631 -2.235
H -0.399 1.443 -0.897



[6]
9
Properties=species:S:1:pos:R:3 method="wB97M-V/def2-TZVPD" e_above_lowest_ev=5.975 homo_lumo_gap_ev="8.34 / 8.34" total_charge=0 e_lumo_ev="0.079 / 0.079"
C 0.328 -1.753 0.173
C -0.992 0.956 0.231
N 0.795 -1.407 1.239
N 0.694 1.645 -1.269
O -1.815 0.691 1.094
O -0.281 1.561 -0.443
S -0.382 -2.110 -1.168
H 1.000 -2.063 1.951
H 0.653 2.481 -1.808



[7]
9
Properties=species:S:1:pos:R:3 method="wB97M-V/def2-TZVPD" e_above_lowest_ev=3.918 homo_lumo_gap_ev=9.91 total_charge=0 e_lumo_ev=-0.564
N -0.882 -0.338 2.329
C -0.588 0.145 1.345
C -0.335 0.524 0.018
S -1.384 -0.564 -1.009
N 1.119 0.165 -0.454
O 1.746 0.996 -1.017
O 1.500 -0.929 -0.128
H -0.734 1.578 -0.280
H -0.442 -1.577 -0.804



[8]
9
Properties=species:S:1:pos:R:3 method="wB97M-V/def2-TZVPD" e_above_lowest_ev=8.272 homo_lumo_gap_ev="7.22 / 7.22" total_charge=0 e_lumo_ev="-1.879 / -1.879"
C -0.626 -1.029 -0.017
C 0.050 0.175 0.050
N -1.062 1.064 -0.196
N 1.340 0.360 -0.048
O 1.864 -1.338 -0.151
O 2.135 1.209 0.012
S -2.176 -0.206 0.046
H -0.539 -2.158 -0.050
H -0.987 1.923 0.355